Below is 5 unconnected molecules or ions with the total composition C29H65IO11P2S in a non-equilibrium geometry, with properties calculated with the ωB97M-V functional and the def2-TZVPD basis.

Structure (XYZ):
```
109
Properties=species:S:1:pos:R:3:lowdin_charge:R:1
C 3.9723 -3.5563 1.2925 -0.109
O 4.5084 -3.2897 0.0117 -0.186
C 3.5301 -3.0317 -0.9692 -0.237
C 3.0812 -1.5551 -0.9856 -0.165
C 1.5794 -1.3415 -0.7093 -0.207
C 0.7447 -1.1073 -1.9695 -0.190
C -0.7308 -0.9014 -1.5412 -0.157
C -1.1380 0.5983 -1.4490 -0.160
C -1.5318 1.0474 -0.0479 -0.326
C -1.7308 2.5726 0.1270 -0.492
C -0.5767 3.4134 -0.4469 -0.162
C 0.8516 2.9578 -0.0824 -0.156
C 1.8517 3.1783 -1.2383 -0.339
C 2.9504 2.1003 -1.2649 -0.051
C 2.3652 4.6445 -1.2371 -0.163
C 3.7610 4.8750 -0.6553 -0.201
C 3.9542 4.4504 0.7754 -0.096
C 5.2006 4.2035 1.2660 -0.331
C 5.7918 5.0072 2.4088 -0.057
C 6.1056 3.1393 0.6956 -0.065
P -3.3641 3.0927 -0.7252 0.911
O -3.5640 4.6314 -0.2028 -0.252
O -2.9031 3.4112 -2.2594 -0.248
C -1.9134 2.8715 1.6253 -0.226
C -2.6297 1.7658 2.4124 -0.580
P -3.6373 2.5823 3.7601 0.537
O -4.2652 1.2882 4.5257 -0.375
I -1.8546 3.3923 5.2163 0.443
O -3.5985 1.0249 1.6612 -0.274
S -2.9457 0.1016 0.5325 0.612
O -2.4630 -1.0812 1.1937 -0.267
O -3.8556 -0.1247 -0.5432 -0.260
H 4.6789 -4.1837 1.8265 0.068
H 3.8408 -2.6405 1.8783 0.086
H 3.0068 -4.0704 1.2383 0.088
H 2.6662 -3.6997 -0.8709 0.114
H 4.0010 -3.2594 -1.9274 0.117
H 3.6471 -1.0626 -0.1910 0.108
H 3.3849 -1.0750 -1.9173 0.103
H 1.2001 -2.2415 -0.2170 0.111
H 1.4639 -0.5085 -0.0099 0.100
H 1.1194 -0.1974 -2.4468 0.086
H 0.8619 -1.9145 -2.6939 0.114
H -1.3804 -1.4237 -2.2397 0.112
H -0.8190 -1.3253 -0.5428 0.086
H -0.2907 1.1894 -1.7954 0.106
H -1.9512 0.7397 -2.1622 0.098
H -0.7247 0.7640 0.6346 0.129
H -0.7059 3.5110 -1.5239 0.100
H -0.7106 4.4229 -0.0479 0.125
H 0.9007 1.9229 0.2615 0.097
H 1.1941 3.5836 0.7453 0.100
H 1.2768 3.0656 -2.1624 0.118
H 3.0456 1.6086 -0.2960 0.079
H 3.9100 2.4604 -1.6257 0.065
H 2.6441 1.3136 -1.9575 0.057
H 1.6753 5.2237 -0.6116 0.108
H 2.2772 5.0868 -2.2308 0.111
H 3.9690 5.9484 -0.6830 0.117
H 4.5220 4.3982 -1.2839 0.106
H 3.0919 4.3686 1.4364 0.101
H 5.5917 6.0594 2.2241 0.072
H 6.8758 4.8873 2.3806 0.073
H 5.4370 4.7248 3.4049 0.080
H 5.5892 2.5242 -0.0360 0.056
H 6.5179 2.5561 1.5187 0.085
H 6.9730 3.5701 0.1732 0.080
H -4.1744 4.6175 0.5467 0.055
H -2.7367 2.5915 -2.7441 0.051
H -2.4375 3.8219 1.7698 0.079
H -0.9322 3.0120 2.0849 0.106
H -1.8978 1.1140 2.8995 0.113
H -3.6747 0.8937 5.1828 0.044
C -1.2613 -1.4410 -6.0245 -0.087
C -1.6656 -0.0185 -5.6885 -0.314
O -0.6977 0.6236 -4.8587 -0.093
H -1.1279 -2.0230 -5.1116 0.069
H -2.0161 -1.9279 -6.6428 0.076
H -0.3119 -1.4548 -6.5652 0.074
H -2.6031 -0.0082 -5.1335 0.110
H -1.8029 0.5645 -6.6048 0.109
H 0.1354 0.6377 -5.3403 0.082
C 8.3103 -2.8278 3.5244 -0.093
C 7.0076 -2.5045 4.2312 -0.317
O 5.9422 -3.3400 3.7870 -0.095
H 8.1925 -2.7186 2.4459 0.076
H 9.1126 -2.1687 3.8591 0.073
H 8.6096 -3.8603 3.7197 0.072
H 6.7007 -1.4808 4.0211 0.110
H 7.1264 -2.6102 5.3150 0.107
H 6.1857 -4.2519 3.9758 0.083
C -6.5994 -2.7530 0.7871 -0.083
C -5.7533 -3.9327 1.2242 -0.321
O -4.5244 -3.9725 0.5105 -0.078
H -6.8024 -2.8064 -0.2834 0.076
H -7.5505 -2.7232 1.3231 0.068
H -6.0696 -1.8156 0.9700 0.065
H -6.2676 -4.8708 1.0226 0.085
H -5.5462 -3.8805 2.2995 0.112
H -4.0627 -3.1467 0.6982 0.056
C -9.1221 -5.8103 0.8387 -0.094
C -8.9528 -5.9630 -0.6609 -0.321
O -10.1901 -5.8238 -1.3536 -0.083
H -9.8283 -6.5478 1.2215 0.075
H -8.1698 -5.9382 1.3534 0.058
H -9.5183 -4.8216 1.0835 0.071
H -8.5734 -6.9537 -0.9064 0.113
H -8.2405 -5.2216 -1.0395 0.104
H -10.5376 -4.9469 -1.1638 0.078
```

Results
- charge = 0
- frontier orbital gap (eV) = 7.373
- LUMO energy (eV) = -0.2
- F_max (eV/A) = 2.12
- SMILES = COCCCCCC[C@H]1[C@@](CC[C@H](C)CCC=C(C)C)(P(O)O)C[C@@H](P(O)I)OS1(=O)=O.CCO.CCO.CCO.CCO
- energy (hartree) = -3350.09684
- HOMO energy (Eh) = -0.279